Entry 1:
The following is a DFT calculation (ωB97M-V/def2-TZVPD) of 6 unconnected molecules or ions with the total composition C16H32FNO10S2.

The geometry in XYZ format:
```
62
Properties=species:S:1:pos:R:3:mulliken_charge:R:1
N 1.365 -3.399 -1.603 -0.180
H 1.332 -3.160 -0.613 0.144
H 0.422 -3.180 -1.721 0.272
H 1.631 -4.217 -1.890 0.370
H 1.975 -2.836 -2.193 0.300
F 0.853 -0.687 -1.708 -0.786
C -3.365 0.253 -0.665 -0.546
C -3.180 0.239 -2.200 0.616
C -2.250 -0.913 -2.808 0.173
O -2.992 -1.515 -3.838 -0.314
C -4.172 -0.958 -3.795 0.455
O -5.035 -1.396 -4.554 -0.624
O -4.309 0.053 -2.992 -0.416
H -4.210 -0.373 -0.389 0.504
H -3.892 1.218 -0.242 0.369
H -2.456 0.295 -0.172 -0.554
H -3.015 1.241 -2.644 0.161
H -2.012 -1.576 -2.010 -0.060
H -1.257 -0.279 -2.930 0.278
C 2.992 -0.493 1.926 -1.165
C 3.524 -0.507 0.484 1.539
C 3.770 0.799 -0.207 -0.636
O 5.140 0.702 -0.392 -0.386
C 5.712 -0.302 0.012 0.599
O 6.921 -0.686 -0.001 -0.653
O 4.731 -1.116 0.634 -0.410
H 2.981 -1.300 2.547 0.463
H 2.205 0.226 1.917 0.069
H 3.930 0.051 2.433 0.185
H 2.928 -1.186 -0.052 -0.515
H 3.577 1.728 0.197 0.433
H 3.478 0.703 -1.109 0.517
C -0.402 -0.898 3.564 -0.354
C -1.380 -0.622 2.287 0.190
C -1.336 -1.829 1.362 -0.268
S -0.700 -3.216 2.187 1.077
O 0.652 -3.341 1.786 -0.607
O -1.575 -4.343 2.384 -0.713
C -0.604 -2.411 3.714 -0.727
H -0.682 -0.482 4.545 0.403
H 0.670 -0.495 3.389 -0.065
H -1.075 0.353 1.706 -0.472
H -2.420 -0.342 2.579 0.382
H -0.727 -1.825 0.449 -0.255
H -2.248 -2.158 1.022 0.576
H 0.075 -3.118 4.463 0.313
H -1.622 -2.505 3.916 0.409
C -1.032 2.919 0.336 -0.113
C -1.320 4.218 -0.534 -1.043
C 0.024 4.457 -1.133 -0.816
S 0.930 2.982 -1.396 1.235
O 2.378 3.252 -1.112 -0.730
O 0.461 2.636 -2.709 -0.663
C 0.163 2.040 -0.199 -0.589
H -2.052 2.277 0.324 -0.092
H -0.866 3.186 1.411 0.355
H -1.929 5.041 -0.218 0.481
H -2.032 3.868 -1.190 0.359
H 0.586 4.782 -0.261 0.348
H 0.358 5.212 -1.821 0.544
H 0.692 1.789 0.499 0.773
H -0.327 1.166 -0.770 -0.141
```

- E_LUMO: -0.024 Ha
- Energy above the lowest of the compared OMol25 structures with the same formula, charge and spin: 212.5 kJ/mol
- Net charge: 0
- E: -2331.904874 a.u.
- HOMO: -9.7408 eV



Entry 2:
The following is a DFT calculation (ωB97M-V/def2-TZVPD) of a molecular structure, C16H32GeN4O3Pt.

The geometry in XYZ format:
```
57
Properties=species:S:1:pos:R:3:mulliken_charge:R:1
Pt 0.808 0.321 -0.828 0.449
C 3.225 1.078 3.839 -1.107
N 2.073 1.943 3.661 0.133
C 1.725 2.762 4.803 -1.031
C 1.369 1.890 2.503 0.956
O 1.682 1.147 1.586 -0.610
C 0.150 2.815 2.376 -1.062
O -0.513 2.617 1.167 -0.242
C 0.203 3.134 0.045 -1.488
C -0.026 2.296 -1.202 0.845
O 1.037 2.028 -1.919 -0.868
N -1.243 2.417 -1.828 0.470
C -2.358 3.133 -1.256 -1.083
C -1.369 1.966 -3.192 -0.778
H 3.038 0.355 4.637 0.336
H 3.416 0.550 2.911 0.282
H 4.099 1.674 4.108 0.341
H 1.463 2.134 5.659 0.330
H 2.575 3.386 5.088 0.343
H 0.886 3.414 4.590 0.346
H -0.563 2.588 3.170 0.484
H 0.467 3.860 2.499 0.389
H -0.103 4.175 -0.129 0.510
H 1.277 3.107 0.220 0.554
H -2.270 3.190 -0.175 0.289
H -2.447 4.149 -1.662 0.312
H -3.284 2.601 -1.485 0.414
H -0.754 1.077 -3.342 0.071
H -2.412 1.713 -3.386 0.360
H -1.050 2.729 -3.910 0.266
C 0.881 -4.521 1.696 -0.836
N 0.471 -3.156 1.424 0.237
C -0.541 -2.461 2.044 -0.599
C -0.618 -1.256 1.416 -0.598
N 0.325 -1.222 0.421 0.159
C 0.963 -2.370 0.451 -0.494
H 0.222 -4.938 2.453 0.305
H 1.906 -4.550 2.061 0.324
H 0.797 -5.120 0.791 0.313
H -1.110 -2.886 2.852 0.443
H -1.274 -0.423 1.592 0.532
H 1.740 -2.647 -0.242 0.528
C -0.313 -2.746 -4.607 -1.306
Ge -0.694 -2.028 -2.815 0.530
C -2.525 -1.282 -2.879 -1.271
C -0.909 -3.618 -1.658 -1.243
C 0.785 -0.859 -2.379 -1.089
H -1.093 -3.445 -4.916 0.364
H 0.644 -3.268 -4.614 0.363
H -0.264 -1.939 -5.340 0.389
H -3.252 -2.090 -2.987 0.477
H -2.640 -0.601 -3.721 0.272
H -2.747 -0.735 -1.961 0.328
H -1.634 -4.291 -2.122 0.526
H -1.285 -3.356 -0.667 0.271
H 0.035 -4.158 -1.556 0.239
H 1.031 -0.287 -3.285 0.623
```

- E_LUMO (spin up / spin down): 0.012 / 0.012 Ha
- Energy above the lowest of the compared OMol25 structures with the same formula, charge and spin: 0.0 kJ/mol
- Net charge: 0
- E: -3269.710293 a.u.
- HOMO (spin up / spin down): -5.4106 / -5.4072 eV